(1)
The following is a quantum chemistry calculation of a gas-phase ion, C9H12BrN2 (charge +1), from the Open Molecules 2025 dataset.

```
24
Properties=species:S:1:pos:R:3:forces:R:3
C 0.9179 -0.4385 2.1663 0.70 0.91 0.02
C -0.4031 -0.6618 1.7616 -0.37 -0.60 -0.62
C 0.6100 0.3028 0.0743 1.90 0.21 -2.56
C 1.5508 2.9443 -0.1254 -0.11 -0.45 -0.78
C -1.4328 -2.9231 -0.7803 3.03 -3.23 -1.71
C 1.5638 2.1856 -1.2261 0.40 -0.72 1.43
C -2.1874 -1.9713 -0.2325 -3.96 2.99 1.61
C 1.0575 0.7568 -1.2839 -1.31 0.87 -0.89
C -1.8426 -0.5306 -0.3780 -1.21 -0.42 3.71
N 1.5563 0.2167 1.0759 -3.65 -3.40 2.91
N -0.5134 -0.1968 0.5137 -2.35 0.08 -1.75
Br -3.1424 0.6112 0.6800 0.35 -0.70 -0.74
H 1.2862 -0.6159 3.1989 0.20 0.29 -1.24
H -1.3200 -1.1579 2.0769 0.56 -0.01 0.92
H 2.0427 3.9210 -0.1577 -0.50 -0.31 0.36
H 1.0296 2.5422 0.7581 0.43 0.84 -0.25
H -1.7495 -3.9651 -0.7197 0.19 0.33 -0.12
H -0.4778 -2.7271 -1.2972 -0.60 -0.08 0.30
H 2.0492 2.4695 -2.1172 0.51 0.66 -0.88
H -3.2478 -2.3342 0.1799 2.53 1.47 -0.65
H 1.7137 0.0868 -1.8682 0.68 -0.04 1.14
H 0.2999 0.7772 -2.0874 -0.73 -0.03 0.87
H -1.7393 0.0125 -1.2765 0.49 0.05 -1.18
H 2.3785 0.6957 1.0646 2.83 1.30 0.11
```
Forces are in eV/Å.

**Energy**: -82535.8359 eV
**Multiplicity**: 3
**Gap between HOMO and LUMO (alpha / beta)**: 4.5 / 4.2 eV
**Charge**: +1
**HOMO level (alpha / beta)**: -8.49 / -12.71 eV

(2)
The following is a quantum chemistry calculation of 2 unconnected molecules or ions with the total composition C6H16, from the Open Molecules 2025 dataset.

```
22
Properties=species:S:1:pos:R:3:forces:R:3
C -1.6010 2.2139 -0.6980 0.24 0.37 0.17
C -0.6307 1.4182 0.1814 -0.19 -0.17 -0.78
C -1.8672 1.7079 -2.1202 0.08 -0.52 -0.23
H -1.2158 3.2240 -0.8462 0.11 0.05 0.34
H -2.5287 2.3271 -0.1360 -0.17 0.10 -0.21
H -0.1264 2.0321 0.9250 -0.06 0.05 0.03
H -1.1454 0.6061 0.6860 -0.06 -0.02 0.09
H -1.8985 2.5751 -2.7781 -0.44 -0.13 -0.18
H -2.7629 1.0932 -2.2274 -0.23 0.34 0.10
H 0.1142 0.9561 -0.4666 0.21 0.07 0.17
H -1.0989 1.0604 -2.5569 0.37 0.16 0.44
C 0.8695 -1.4151 0.7042 1.54 -0.91 0.02
C 0.8019 -2.9204 0.9624 0.23 -1.14 -1.75
C 2.2168 -0.7949 1.0872 -0.41 0.68 0.90
H 0.7990 -1.1745 -0.3523 -0.63 -0.36 -0.18
H 0.0403 -1.0036 1.2396 -0.28 0.71 0.13
H 1.7353 -3.4895 0.8598 0.43 0.67 0.69
H 0.3376 -3.4064 0.0909 -0.81 0.20 0.38
H 2.2667 -0.5615 2.1541 0.15 -0.32 0.09
H 3.0891 -1.3841 0.8131 -0.15 -0.24 -0.08
H 0.2892 -3.2381 1.8628 -0.02 0.14 0.14
H 2.3161 0.1739 0.6150 0.09 0.29 -0.28
```
Forces are in eV/Å.

**Energy**: -6480.8735 eV
**Multiplicity**: 1
**Gap between HOMO and LUMO**: 12.2 eV
**Charge**: 0
**Structure (SMILES)**: CCC.CCC
**HOMO level**: -11.07 eV
**Energy relative to the best compared isomer or geometry (same formula, charge and spin)**: 0.784 eV

(3)
The following is a quantum chemistry calculation of 2 unconnected molecules or ions with the total composition C4H9NO, from the Open Molecules 2025 dataset.

```
15
Properties=species:S:1:pos:R:3:forces:R:3
N -0.3641 1.3241 -0.8029 -0.27 0.56 2.77
C -0.7409 -0.0179 -0.5584 -0.36 2.19 4.21
C -1.1843 -0.3810 0.6972 1.82 -1.11 0.10
C -1.7827 -1.7206 0.8817 -2.01 1.87 5.17
C -2.4534 -2.0805 2.0833 2.38 0.79 -2.66
H 0.4091 1.7186 -1.2935 0.54 -1.00 -1.24
H -0.2259 1.7677 0.1478 -0.66 -0.61 -1.40
H -0.9747 -0.7411 -1.2431 -0.11 -1.06 -2.60
H -0.8704 0.0724 1.6913 -0.69 0.21 -1.61
H -1.8495 -2.3140 0.0414 -0.37 -1.42 -1.64
H -2.9979 -2.9977 2.1061 -0.18 -0.59 -0.02
H -2.3538 -1.5894 3.0722 -0.07 0.17 -1.08
H 4.6239 1.3303 -1.2939 -0.20 -4.19 2.64
H 5.6860 2.1863 -2.0326 -0.56 -0.51 0.42
O 4.7587 2.0623 -1.7748 0.75 4.69 -3.06
```
Forces are in eV/Å.

**Energy**: -7828.9941 eV
**Multiplicity**: 1
**Gap between HOMO and LUMO**: 8.3 eV
**Charge**: 0
**Structure (SMILES)**: C=C/C=C/N.O
**HOMO level**: -7.59 eV
**Energy relative to the best compared isomer or geometry (same formula, charge and spin)**: 3.326 eV